A.
{
  "formula": "C6H8",
  "method": "ωB97M-V with the def2-TZVPD basis set",
  "charge": 0,
  "gap_ha": 0.3540,
  "elements": ["C", "C", "C", "C", "C", "C", "H", "H", "H", "H", "H", "H", "H", "H"],
  "positions_angstrom": [[-1.6478, -0.7448, -0.5324], [-2.1309, -0.1320, 0.5420], [0.2521, 1.2820, -0.4225], [0.6042, 0.2462, 0.6502], [-0.6912, 0.2518, 0.0240], [1.4887, -0.7799, 0.0432], [-1.7370, -1.4301, -1.2991], [-2.8877, -0.0174, 1.2987], [0.1122, 2.2988, -0.1359], [0.6913, 1.1710, -1.3854], [0.5820, 0.5668, 1.6492], [1.2570, -0.8144, -1.0315], [1.6127, -1.6921, 0.4677], [2.4944, -0.2059, 0.1317]],
  "nbo_charge": [-0.176, -0.163, -0.432, -0.255, -0.071, -0.587, 0.212, 0.228, 0.212, 0.207, 0.218, 0.203, 0.205, 0.196]
}

=====

B.
{
  "formula": "C6H8",
  "method": "ωB97M-V with the def2-TZVPD basis set",
  "charge": 0,
  "gap_ha": 0.3674,
  "elements": ["C", "C", "C", "C", "C", "C", "H", "H", "H", "H", "H", "H", "H", "H"],
  "positions_angstrom": [[0.6786, -1.2005, -0.7294], [0.7220, 0.2935, -0.6624], [-0.6159, 1.0319, -0.6163], [-1.2536, 0.5166, 0.6398], [-0.4243, -0.2237, 1.3743], [0.8443, -0.5282, 0.6169], [-0.2757, -1.6822, -0.9292], [1.5439, -1.7033, -1.1580], [1.5883, 0.8075, -1.0695], [-1.2466, 0.8541, -1.4904], [-0.4707, 2.1192, -0.5208], [-2.2399, 0.7783, 0.9989], [-0.6413, -0.4082, 2.4064], [1.7912, -0.6550, 1.1397]],
  "nbo_charge": [-0.408, -0.222, -0.442, -0.195, -0.196, -0.268, 0.214, 0.218, 0.221, 0.216, 0.217, 0.208, 0.214, 0.223]
}

=====

Of all the structures shown, which is most stable? B, and A is the least stable.